# 1
Here is a cluster of 10 separate species, C16H52N10O10 in total at a distorted geometry from OMol25. Energies are from ωB97M-V with the def2-TZVPD basis set.

Properties
SMILES string = NC(N)=O.NC(N)=O.NC(N)=O.NC(N)=O.NC(N)=O.CC(C)O.CC(C)O.CC(C)O.CO.CO
Total energy = -1940.60439 Eh
Energy relative to the best compared isomer or geometry (same formula, charge and spin) = 964.2 kJ/mol
Kohn-Sham gap = 0.32747 Ha

```
! RIJCOSX wB97M-V def2-TZVPD def2/J DEFGRID3
* xyz 0 1
H 0.20147 -4.17535 0.55358
H -4.16653 -0.60835 1.79758
C -1.46653 4.68265 1.54358
C -0.16553 1.05665 1.85258
H -0.48353 -4.03235 3.43658
N 2.45647 -2.19335 -0.17942
H -3.81453 1.10365 2.04358
H 1.83447 1.30965 -0.10942
H -0.58953 -2.95535 -2.62842
H 1.54447 -2.60435 0.02358
H 3.52747 1.77765 1.77658
H -1.45753 6.15865 -0.03942
C 1.36547 -0.73735 -3.06542
H 1.26947 -0.20235 1.42758
H 5.31347 0.23265 0.03558
C -0.49353 -2.63135 -0.67242
O 0.14647 0.36565 -4.49542
H -2.69253 -0.43935 4.07158
O -3.55753 0.45165 0.13658
C -4.25953 0.38665 1.36658
H -3.87053 -0.16935 -0.52242
H -2.79153 5.83065 1.05658
H -1.02753 -3.82935 5.05258
H -0.01353 -4.35535 -1.78942
C 3.68947 0.89065 1.15658
H -2.64053 -1.36235 5.44858
C 3.09047 -2.93935 -1.00542
H -0.29153 -2.64835 1.37658
C -2.65553 -1.45335 4.38758
H 1.81147 -0.22935 -5.06142
H -5.26153 0.74165 1.23158
H 0.37847 5.02365 0.60558
C -1.32653 -1.98735 3.85058
H 4.77447 -2.05735 -0.31942
H -0.11653 0.88165 -5.27542
C 1.94047 1.63565 -3.82542
H 2.36247 -0.78835 -2.76542
O -1.07753 3.43365 -1.11042
N -4.19253 -0.68635 -2.30242
H -1.70553 -0.98835 -1.97742
C -1.31253 -3.54235 3.96858
H -1.59953 1.25265 -1.13442
O -1.06553 -1.90935 2.62558
N -0.22853 4.44565 1.26658
C 1.30547 0.26665 -4.20042
C -0.82253 2.01865 -1.35742
H -2.21153 0.84965 1.32258
H 3.09347 0.23365 -0.79142
H -1.64053 2.16065 2.36558
H 1.10047 -1.73835 -3.42942
O 3.13347 -0.18035 1.57858
O -2.22153 3.94565 2.50758
H -3.44253 -2.01535 3.98658
H 0.70047 -0.44235 -2.26642
H 0.26547 3.73265 1.79858
H 0.05147 1.87165 -0.63242
H -0.17553 -0.47035 0.48158
H -0.95053 -0.99435 2.40658
H -4.23753 -1.57035 -1.74642
N -0.30753 -3.37935 -1.72542
H -2.18953 -3.97035 3.52958
H -5.07353 -0.15935 -2.44942
H 2.80947 -1.33035 0.14458
N -1.42453 1.32165 1.83358
O 0.58947 1.88065 2.65558
H -0.88853 3.70265 -0.21742
N -1.85453 5.58565 0.73858
O -3.42953 0.82465 -3.90142
H 5.62047 0.29265 1.84558
O -0.88353 -1.32735 -0.67042
N 4.34647 -2.69135 -0.94242
H 3.01747 1.56765 -3.95342
C 5.18847 0.78065 0.95758
H 1.53147 2.43865 -4.43742
N 0.28247 -0.03335 1.28158
H 5.65547 1.71565 0.73058
H -0.53753 -1.60535 4.52658
H 3.71647 -0.64035 2.18158
H 4.86247 -3.45135 -1.45042
O 2.63947 -4.03535 -1.73242
C -3.21153 -0.14235 -3.01342
H 3.24647 1.93465 -0.69642
N -0.12653 -3.14935 0.45858
C 2.93247 1.09065 -0.16042
H 1.76747 1.93665 -2.82342
N -1.98153 -0.59435 -2.86042
H -1.14353 -0.11035 -3.29642
H -0.48453 1.74465 -2.39042
*
```

***

# 2
Here is a cluster of 2 separate species, C4H8N2 in total at a distorted geometry from OMol25. Energies are from ωB97M-V with the def2-TZVPD basis set.

Properties
Total energy = -266.57636 Eh
Energy relative to the best compared isomer or geometry (same formula, charge and spin) = 382.4 kJ/mol
Kohn-Sham gap = 0.32216 Ha

```
! RIJCOSX wB97M-V def2-TZVPD def2/J DEFGRID3
* xyz 0 1
H 0.97346 -0.06525 1.52006
H 0.08741 -0.85044 -1.30909
N 0.80470 2.46495 -0.43968
C 0.43779 -1.18807 -0.32227
H 2.43349 -0.30609 -1.03274
C 0.93280 0.00131 0.43358
H -1.70994 0.96915 -0.27189
C -2.21836 0.14192 0.23413
N 1.95541 -0.79080 -0.27777
H 2.58064 -1.34502 0.29909
H -3.12110 -0.12151 -0.32022
C 0.87988 1.37728 -0.04102
H -1.56223 -0.73142 0.27458
H -2.47395 0.44399 1.25325
*
```

***

# 3
Here is a structure of composition C6H16N at a distorted geometry from OMol25. Energies are from ωB97M-V with the def2-TZVPD basis set.

Properties
Total energy = -292.57515 Eh
Energy relative to the best compared isomer or geometry (same formula, charge and spin) = 391.4 kJ/mol
Kohn-Sham gap = 0.28261 Ha

```
! RIJCOSX wB97M-V def2-TZVPD def2/J DEFGRID3
* xyz 1 1
H -1.86698 -3.49319 0.69343
C 2.46175 0.94499 -0.65906
H 2.35416 0.49553 -1.65016
C -0.94817 0.54339 -0.35668
H 2.43034 0.15450 0.08730
C 1.35365 1.95095 -0.33169
H -1.75635 -0.44214 1.40662
H 0.16010 -1.12039 0.28082
C -2.09611 0.18609 0.58217
H -1.23768 1.04351 -1.26831
H 0.61348 0.86299 1.34351
H 3.46609 1.36723 -0.60684
H -0.86251 -4.40252 -0.10346
C 0.06628 -0.41057 -0.53267
H -2.89993 -0.28883 0.05033
C 0.17767 1.32418 0.47032
H 1.01729 2.47766 -1.21557
H 0.02090 -1.00274 -1.43696
H -0.60934 -4.12415 1.43415
N -0.86735 -3.64543 0.57308
H 1.78309 2.66712 0.36037
H -0.34791 2.21396 0.82606
H -2.45205 1.09404 1.05981
*
```

***

# 4
Here is the ion C4H5N6 with charge +1 at a distorted geometry from OMol25. Energies are from ωB97M-V with the def2-TZVPD basis set.

Properties
Total energy = -483.58969 Eh
Energy relative to the best compared isomer or geometry (same formula, charge and spin) = 162.2 kJ/mol
Kohn-Sham gap = 0.32842 Ha

```
! RIJCOSX wB97M-V def2-TZVPD def2/J DEFGRID3
* xyz 1 1
N 0.68024 -1.12375 0.03561
H 3.71805 -0.22134 -0.06839
H 3.03821 -1.80940 -0.06049
C -2.59891 0.23172 -0.02757
C 1.72114 -0.22796 0.00892
C -0.63891 1.66447 0.02899
N -1.18386 0.52202 -0.00668
N 2.89018 -0.79731 -0.03382
N -1.59342 -1.66119 0.01078
H -3.35402 0.98799 -0.06568
N -0.30792 2.78037 -0.01369
H 0.18438 3.63345 0.14361
C -0.62238 -0.81898 0.01760
H 0.83231 -2.14013 0.04725
N -2.76510 -1.01994 -0.01647
*
```